Here is a 10-piece molecular cluster, C40H110N10O10 overall in a non-equilibrium geometry from the OMol25 dataset. Energies are from ωB97M-V/def2-TZVPD.

Last column: Mulliken charge in e.
Atoms and positions in Å:
C: -0.44331 -0.14451 8.89257  -0.8047
O: 0.02657 0.06694 7.56305  -0.2297
C: -0.84676 0.94446 6.80397  -1.1993
C: -0.35336 0.90770 5.37197  0.6313
C: -1.29285 1.67391 4.45876  -1.1728
N: -0.29739 -0.36531 4.77851  -0.4616
H: -1.51969 -0.25281 9.02594  0.3116
H: -0.13432 0.70176 9.50613  0.3067
H: 0.02595 -1.02281 9.33584  0.2431
H: -1.89660 0.71253 6.98325  0.4494
H: -0.74949 1.98139 7.12556  0.4255
H: 0.61971 1.39825 5.34748  0.1165
H: -0.99173 1.76383 3.41504  -0.0844
H: -1.49730 2.68926 4.79841  0.3875
H: -2.20739 1.10245 4.30011  0.4311
H: -1.18028 -0.81707 4.96962  0.2878
H: 0.34458 -0.94996 5.29442  0.2358
C: 2.02153 -4.46030 3.70249  -0.8654
O: 1.00021 -4.17155 2.73347  0.0229
C: -0.06134 -5.10926 2.73630  -0.9635
C: -1.36459 -4.37896 2.18748  0.4987
C: -1.40870 -4.38745 0.66275  -1.4362
N: -1.48372 -2.95477 2.62138  -0.5102
H: 2.91827 -3.84750 3.61059  0.1198
H: 2.42522 -5.45446 3.51073  0.3696
H: 1.66054 -4.43323 4.73062  0.3368
H: 0.19593 -5.90707 2.03958  0.3588
H: -0.32349 -5.34511 3.76768  0.4773
H: -2.22825 -4.91072 2.58675  0.3113
H: -1.37870 -5.41282 0.29422  0.4385
H: -0.63853 -3.73000 0.25938  0.0716
H: -2.34585 -3.99140 0.27160  0.4410
H: -1.95964 -2.34521 1.97173  0.2640
H: -0.60018 -2.48936 2.77256  -0.0438
C: -1.18031 8.50467 -1.94001  -0.8005
O: -1.63073 7.14667 -1.78460  -0.3074
C: -1.42021 6.55004 -0.54603  -0.5750
C: -1.93398 5.05879 -0.67591  1.4517
C: -3.44813 4.89026 -0.78768  -1.4756
N: -1.49033 4.18102 0.40657  -0.3290
H: -1.14088 8.60791 -3.02440  0.2494
H: -0.13691 8.56287 -1.63010  0.3229
H: -1.86545 9.24115 -1.52016  0.2764
H: -0.35802 6.55940 -0.30157  0.1807
H: -1.95597 7.10610 0.22328  0.3948
H: -1.52847 4.58610 -1.57046  -0.3640
H: -3.80186 5.47860 -1.63435  0.3882
H: -3.93590 5.29767 0.09786  0.4519
H: -3.65698 3.83161 -0.94176  0.0327
H: -1.59889 4.57588 1.32982  0.1557
H: -0.48049 4.16490 0.41508  0.2029
C: 1.98816 4.65787 -0.55562  -1.0969
O: 1.25002 4.59137 0.69337  -0.1276
C: 2.18229 4.31150 1.74817  -1.0927
C: 1.35832 4.00411 3.00630  2.4328
C: 0.24793 5.01607 3.37188  -1.5732
N: 2.19515 3.79094 4.14793  -0.5613
H: 1.35857 5.03976 -1.35928  0.2851
H: 2.54662 3.76512 -0.83709  0.3012
H: 2.70636 5.47034 -0.44530  0.3988
H: 2.74509 3.39899 1.55145  0.4120
H: 2.86885 5.12838 1.97053  0.3673
H: 0.83347 3.06594 2.82611  -1.4606
H: -0.61614 5.10832 2.71388  0.0502
H: 0.73682 5.98199 3.24507  0.4789
H: -0.01780 4.98587 4.42857  0.4865
H: 2.93639 3.19445 3.80901  0.2005
H: 2.66419 4.64468 4.41481  0.3295
C: -5.22120 1.29859 -1.39786  -0.5089
O: -5.77343 0.12682 -1.87176  -0.4652
C: -4.79258 -0.88131 -2.07733  0.3656
C: -5.43451 -2.04222 -2.89345  0.4947
C: -6.44924 -2.95669 -2.19301  -1.5538
N: -4.33706 -2.94388 -3.30690  -0.7478
H: -4.63527 1.26911 -0.47921  0.4002
H: -6.05880 1.98476 -1.27254  0.3935
H: -4.57387 1.81358 -2.10769  -0.1250
H: -3.98596 -0.37428 -2.60684  -0.4485
H: -4.41903 -1.32053 -1.15232  0.2890
H: -5.85250 -1.68491 -3.83458  0.3184
H: -7.02090 -3.49087 -2.95194  0.4266
H: -7.19900 -2.40325 -1.62763  0.3306
H: -5.98273 -3.75640 -1.61775  0.3228
H: -4.68863 -3.56977 -4.01738  0.2746
H: -3.66727 -2.39242 -3.82397  0.1134
C: -1.23268 2.30779 -3.82967  -0.0973
O: -1.60431 2.09292 -5.19493  -0.3029
C: -2.62749 2.83075 -5.83034  -1.2459
C: -4.02155 2.87281 -5.12633  1.7123
C: -4.77249 1.55247 -5.07968  -1.0214
N: -4.91986 3.71112 -5.84706  -0.8034
H: -2.00269 2.06659 -3.09686  -0.2620
H: -1.02635 3.36975 -3.69632  0.5574
H: -0.40462 1.65257 -3.55926  0.0876
H: -2.26186 3.83664 -6.03670  0.3998
H: -2.67802 2.42134 -6.83927  0.2943
H: -3.86472 3.27325 -4.12476  -0.3444
H: -5.62136 1.49723 -4.39817  0.4712
H: -4.11129 0.79128 -4.66556  -0.3766
H: -5.09066 1.28661 -6.08774  0.5015
H: -5.84004 3.59251 -5.44792  0.2839
H: -4.71513 4.69623 -5.75903  0.2574
C: 2.74901 -5.06358 -0.62764  -0.3354
O: 3.70606 -5.63650 -1.43518  -0.4650
C: 3.51671 -5.35952 -2.78735  -0.3475
C: 4.60861 -6.01843 -3.72407  0.2040
C: 6.07434 -5.56896 -3.56444  -1.3868
N: 4.37643 -5.55333 -5.07124  -0.7576
H: 2.95369 -3.99353 -0.59301  0.1530
H: 2.80484 -5.40191 0.40702  0.2078
H: 1.75906 -5.16186 -1.07311  0.2767
H: 2.48516 -5.61626 -3.02835  0.3778
H: 3.66311 -4.28796 -2.92304  0.0885
H: 4.55043 -7.10622 -3.76182  0.4581
H: 6.52276 -5.84838 -2.61105  0.3475
H: 6.03937 -4.50093 -3.34951  0.3025
H: 6.72225 -5.87527 -4.38570  0.3881
H: 4.21757 -4.55756 -5.01380  0.2785
H: 3.49625 -5.87279 -5.44982  0.2585
C: 1.19863 -2.09978 -2.41341  -0.0200
O: 0.71483 -2.39661 -3.68689  -0.4366
C: -0.54183 -1.70386 -3.93388  0.2391
C: -1.32290 -2.02256 -5.20702  0.0959
C: -0.62271 -1.40644 -6.46761  -1.4614
N: -2.62173 -1.32482 -5.29253  -0.3503
H: 0.61768 -2.51397 -1.58937  -0.1047
H: 1.33377 -1.03153 -2.24405  0.2487
H: 2.18237 -2.56615 -2.36003  0.1618
H: -1.26160 -2.03011 -3.18316  0.3773
H: -0.33348 -0.63752 -3.84659  -0.3276
H: -1.42173 -3.08295 -5.43919  0.4564
H: -0.48198 -0.32982 -6.37178  0.3105
H: -0.97976 -1.59794 -7.47951  0.3889
H: 0.41198 -1.74883 -6.45050  0.4028
H: -2.44593 -0.33167 -5.34584  -0.1184
H: -3.10344 -1.49436 -6.16392  0.2514
C: -1.39777 0.31532 -0.99164  -0.0644
O: -0.04062 0.00677 -0.59803  -0.0480
C: 0.18586 0.33668 0.79613  0.1805
C: 1.62538 0.08868 1.32346  0.5551
C: 1.92479 -1.41065 1.15371  0.3864
N: 1.80545 0.42635 2.72103  0.5128
H: -1.60475 1.38244 -1.07231  -0.0946
H: -2.20523 0.01653 -0.32318  0.3075
H: -1.52593 -0.12413 -1.98087  -0.2168
H: -0.06180 1.38148 0.98364  -0.1937
H: -0.53420 -0.23780 1.37887  0.1024
H: 2.36369 0.61215 0.71603  0.5017
H: 1.17506 -2.00798 1.67255  -0.6479
H: 2.85708 -1.82035 1.54239  -0.1486
H: 1.88461 -1.60679 0.08225  -0.2876
H: 1.81802 1.41113 2.94497  -0.5385
H: 1.05400 0.02134 3.26084  -0.2866
C: 5.60495 -2.40736 6.25383  -0.7764
O: 5.54372 -2.29591 4.87960  -0.3578
C: 5.05019 -1.03811 4.42610  -0.5275
C: 5.42645 -0.94296 2.89410  0.5235
C: 6.92350 -0.89860 2.62065  -1.6643
N: 4.80342 0.19092 2.18963  -0.6202
H: 5.81191 -3.44561 6.51325  0.2555
H: 4.68653 -2.02546 6.69966  0.2824
H: 6.47691 -1.88887 6.65252  0.3136
H: 3.96555 -1.04945 4.53352  0.2624
H: 5.54832 -0.22902 4.96026  0.5325
H: 5.05536 -1.84719 2.41167  0.0787
H: 7.20210 -1.00215 1.57195  0.3844
H: 7.43644 -1.65930 3.20915  0.3504
H: 7.28777 0.09120 2.89576  0.3678
H: 4.92052 1.10316 2.60702  0.2781
H: 3.79624 0.20682 2.11594  0.2917

E_LUMO = 0.50 eV
SMILES = COC[C@H](C)N.COC[C@H](C)N.COC[C@H](C)N.COC[C@H](C)N.COC[C@H](C)N.COC[C@H](C)N.COC[C@H](C)N.COC[C@H](C)N.COC[C@H](C)N.COC[C@H](C)N
DFT total energy = -2889.6656 a.u.
ΔE to the lowest compared entry with this formula, charge and spin = 91.4 kcal/mol
Largest force on an atom = 0.0869 hartree/bohr
HOMO = -0.3179 Ha
Orbital gap = 9.2 eV

---

Here is a 10-piece molecular cluster, C40H110N10O10 overall in a non-equilibrium geometry from the OMol25 dataset. Energies are from ωB97M-V/def2-TZVPD.

Last column: Mulliken charge in e.
Atoms and positions in Å:
C: 1.37140 3.07078 4.79637  -0.8316
O: 0.83944 4.30421 5.30992  -0.3528
C: 0.61611 4.37951 6.68453  -0.7342
C: 0.11970 5.80634 7.01977  0.4967
C: 1.09836 6.95037 6.63046  -1.2758
N: -0.10145 5.91123 8.46823  -0.7676
H: 0.74372 2.33237 5.29523  0.3833
H: 2.38176 2.80760 5.10943  0.3364
H: 1.36964 3.21555 3.71603  0.3235
H: -0.08167 3.63132 7.06058  0.3687
H: 1.56410 4.24199 7.20463  0.2903
H: -0.88975 5.93718 6.62991  0.2760
H: 2.04921 6.80948 7.14439  0.3298
H: 0.78857 7.97905 6.81471  0.3670
H: 1.29299 6.71196 5.58481  0.3039
H: -0.64889 6.73541 8.67103  0.2643
H: -0.72327 5.18979 8.80435  0.2297
C: -4.59190 -2.36600 3.53057  -0.6539
O: -4.81156 -2.64498 2.17732  -0.5092
C: -4.45802 -1.59985 1.34281  -0.6216
C: -5.47712 -0.37969 1.36942  0.6581
C: -6.70962 -0.63235 0.47876  -1.3752
N: -4.77826 0.77758 0.82636  0.6467
H: -3.53735 -2.32809 3.80368  0.2486
H: -4.95660 -3.21220 4.11285  0.2974
H: -5.06971 -1.44605 3.86743  0.2700
H: -3.42078 -1.32104 1.52856  0.6697
H: -4.52191 -2.00738 0.33388  0.2687
H: -5.78753 -0.22252 2.40239  0.7116
H: -6.63321 -0.75693 -0.60139  0.1126
H: -7.44418 0.14459 0.69063  0.3074
H: -7.17690 -1.56624 0.79117  0.5060
H: -3.81291 0.79580 1.12277  -0.2300
H: -5.26262 1.58262 1.19702  -0.4507
C: -3.39129 4.22802 1.20733  -0.9277
O: -4.69897 3.71263 1.30626  -0.0448
C: -5.45091 4.44472 2.34523  -0.8417
C: -6.77654 3.75739 2.63513  0.6553
C: -7.65831 3.37561 1.41853  -1.0200
N: -7.72072 4.33410 3.55752  -0.6895
H: -2.76240 3.80198 1.98905  0.3166
H: -3.31906 5.31064 1.31138  0.4272
H: -2.87033 3.87478 0.31743  0.1404
H: -4.90926 4.50559 3.28917  0.3927
H: -5.75226 5.43969 2.01761  0.3004
H: -6.56196 2.81550 3.14001  0.0169
H: -7.86715 4.25570 0.81033  0.4279
H: -8.68490 3.05087 1.58810  0.3689
H: -7.21750 2.66583 0.71853  -0.0306
H: -7.21549 4.85302 4.26148  0.2320
H: -8.33458 4.99443 3.10228  0.2733
C: 5.05400 -5.73809 -1.42665  -0.4311
O: 5.43782 -4.51409 -2.05993  -0.5408
C: 4.40720 -3.55007 -2.27346  0.2731
C: 3.57244 -3.99164 -3.50219  0.6901
C: 4.32069 -4.14767 -4.80017  -1.6689
N: 2.45161 -3.06425 -3.75276  -0.1971
H: 4.56838 -6.42070 -2.12402  0.3501
H: 4.50061 -5.64344 -0.49236  -0.1261
H: 5.92992 -6.24092 -1.01676  0.2953
H: 3.76500 -3.51158 -1.39357  0.2749
H: 4.84112 -2.57331 -2.48737  -0.1604
H: 3.17637 -4.95948 -3.19475  0.5172
H: 3.64559 -4.31059 -5.64028  0.4237
H: 4.96071 -5.02996 -4.80570  0.3837
H: 4.92177 -3.26753 -5.02858  0.1249
H: 2.88392 -2.20692 -4.06613  -0.3403
H: 1.87497 -2.75117 -2.98493  -0.0373
C: 6.93703 0.76973 1.57763  -0.9642
O: 5.74208 0.78105 0.83632  -0.1744
C: 6.03431 0.83085 -0.60375  -0.9287
C: 4.75380 1.20408 -1.37777  0.3471
C: 3.63971 0.03904 -1.25957  0.2711
N: 5.11632 1.26217 -2.76285  -0.6040
H: 7.54365 1.67364 1.52222  0.3300
H: 7.56333 -0.05495 1.23743  0.3987
H: 6.64348 0.53454 2.60067  0.2245
H: 6.82962 1.55393 -0.78466  0.4781
H: 6.42900 -0.13644 -0.91468  0.3081
H: 4.28689 2.13220 -1.04809  0.4113
H: 3.86390 -0.82013 -1.89175  -0.1985
H: 2.71539 0.48095 -1.63168  -0.6005
H: 3.31204 -0.23730 -0.25739  0.3334
H: 5.63417 2.12862 -2.79733  0.2631
H: 4.29812 1.45340 -3.32329  0.1367
C: -1.15777 0.25835 2.54769  -0.9801
O: -1.89478 0.84440 1.47704  -0.3749
C: -1.07033 1.07236 0.34167  -0.7934
C: -0.67676 -0.20764 -0.39561  -0.0726
C: -0.01911 -0.05834 -1.75460  0.5039
N: -1.80488 -1.15097 -0.49916  0.4274
H: -0.37740 0.92555 2.91370  0.3276
H: -0.68765 -0.68788 2.27985  0.3314
H: -1.87647 -0.05561 3.30466  0.3888
H: -1.69548 1.71428 -0.27898  0.1816
H: -0.23674 1.71940 0.61476  0.4124
H: -0.00408 -0.83786 0.18614  -0.5336
H: -0.69918 0.13740 -2.58363  0.3836
H: 0.61480 -0.93640 -1.87814  -0.6230
H: 0.66089 0.78895 -1.66632  -0.1447
H: -2.32062 -0.79484 -1.29117  -0.1315
H: -2.34047 -1.01427 0.34615  -0.4511
C: -4.72732 3.88502 -3.29836  -0.5511
O: -5.52501 2.79167 -3.72509  -0.4321
C: -5.55714 1.70036 -2.82782  -0.3747
C: -4.27822 0.80122 -2.91605  1.0506
C: -4.01036 0.23867 -4.32884  -1.5642
N: -4.46556 -0.31164 -2.07015  -0.2253
H: -4.84132 4.23969 -2.27400  0.1600
H: -5.04293 4.73097 -3.90898  0.2944
H: -3.67901 3.74091 -3.55986  0.2372
H: -5.76959 1.99486 -1.80009  0.0619
H: -6.34820 1.03885 -3.18099  0.3656
H: -3.37139 1.29980 -2.57373  -0.0914
H: -3.92521 1.11232 -4.97505  0.4070
H: -4.71602 -0.47044 -4.76162  0.3123
H: -2.98848 -0.13809 -4.37266  0.3097
H: -4.65025 0.03838 -1.14092  -0.3056
H: -5.26303 -0.85809 -2.36261  0.3705
C: 1.42998 -5.01141 0.69452  -0.1620
O: 0.37573 -5.34575 -0.24124  -0.5286
C: 0.19459 -4.52082 -1.39336  0.9388
C: -1.15285 -4.69495 -2.19179  0.1414
C: -1.39607 -3.87292 -3.41084  -1.0955
N: -2.25731 -4.31897 -1.27375  -0.6046
H: 1.27624 -3.95735 0.92563  -0.0137
H: 2.34887 -5.25817 0.16269  0.1308
H: 1.51318 -5.55387 1.63629  0.3514
H: 0.32971 -3.47813 -1.10587  -0.3646
H: 0.96478 -4.70540 -2.14226  -0.2791
H: -1.27767 -5.75111 -2.43061  0.4048
H: -1.50854 -2.80545 -3.22120  -0.0570
H: -2.36290 -4.06209 -3.87726  0.3825
H: -0.62963 -4.02322 -4.17115  0.3442
H: -2.42216 -4.89237 -0.45881  0.3129
H: -1.95873 -3.41274 -0.94256  0.1093
C: 5.36561 -4.13904 1.72517  -0.9552
O: 4.11182 -3.51051 2.06418  -0.1919
C: 4.30963 -2.21969 2.48908  -0.8735
C: 2.94825 -1.61936 2.99919  1.9312
C: 3.08579 -0.20732 3.52615  -1.8077
N: 2.49725 -2.46736 4.03364  -0.8031
H: 5.21835 -5.20015 1.92631  0.3176
H: 6.18273 -3.82988 2.37696  0.3905
H: 5.78050 -4.06611 0.71986  0.2996
H: 4.99105 -2.18991 3.33931  0.4156
H: 4.75391 -1.63284 1.68514  0.3146
H: 2.25584 -1.66620 2.15867  -0.8431
H: 3.37632 0.50991 2.75851  0.3534
H: 3.79474 -0.20947 4.35409  0.4156
H: 2.18324 0.23260 3.95040  0.4115
H: 3.13018 -2.53540 4.81778  0.3371
H: 2.66121 -3.36057 3.59160  0.3166
C: 1.70475 2.58409 -4.01391  -0.5053
O: 2.78642 1.71587 -4.43647  -0.5021
C: 2.42949 0.49955 -4.98004  -0.2981
C: 3.72053 -0.15908 -5.59904  0.0193
C: 3.39578 -1.22714 -6.59564  -1.5775
N: 4.46831 -0.78326 -4.56496  -0.3658
H: 2.05318 3.58960 -3.77802  0.2740
H: 1.28497 2.15973 -3.10188  0.0495
H: 0.89836 2.63304 -4.74564  0.3667
H: 1.89306 -0.17146 -4.30916  -0.0797
H: 1.72529 0.70126 -5.78721  0.6424
H: 4.35705 0.58073 -6.08446  0.6107
H: 2.55293 -1.85977 -6.31728  0.2716
H: 4.26756 -1.86864 -6.72443  0.3911
H: 3.15191 -0.79290 -7.56520  0.5107
H: 5.23066 -1.26672 -5.01793  0.3196
H: 4.90740 -0.03638 -4.04586  0.2324

E_LUMO = 0.23 eV
SMILES = COC[C@H](C)N.COC[C@H](C)N.COC[C@H](C)N.COC[C@H](C)N.COC[C@H](C)N.COC[C@H](C)N.COC[C@H](C)N.COC[C@H](C)N.COC[C@H](C)N.COC[C@H](C)N
DFT total energy = -2889.6542 a.u.
ΔE to the lowest compared entry with this formula, charge and spin = 98.5 kcal/mol
Largest force on an atom = 0.0680 hartree/bohr
HOMO = -0.2995 Ha
Orbital gap = 8.4 eV